This record from the OMol25 dataset describes a gas-phase ion, C2H4ClN2 (charge +1) at a distorted geometry. The level of theory is ωB97M-V with the def2-TZVPD basis set.

Calculated values
charge = +1
HOMO level = -15.9 eV
structure (SMILES) = CN1[NH+]=C1Cl
lowest unoccupied orbital energy = -6.351 eV
Kohn-Sham gap = 9.58 eV
F_max = 3.35 eV Å⁻¹

Last column: natural (NBO) charge in e.
Atoms and positions in Å:
1 C -0.196 0.496 0.518  -0.427
2 N 0.892 -0.170 -0.221  -0.173
3 N 1.509 -1.479 0.238  -0.380
4 C 2.212 -0.336 0.022  0.450
5 Cl 3.658 0.382 0.029  0.367
6 H -1.083 -0.051 0.216  0.259
7 H -0.095 0.612 1.719  0.244
8 H 0.055 1.472 0.156  0.248
9 H 1.572 -2.206 -0.439  0.413

Forces on the atoms, in the same order (eV/Å):
C 1.40 -0.02 2.54
N 2.30 -0.32 0.34
N 1.51 1.09 1.33
C -3.27 -0.69 -0.08
Cl -0.18 -0.13 0.03
H -0.31 0.80 -0.01
H 0.07 -0.98 -2.75
H -1.37 1.01 -0.38
H -0.16 -0.76 -1.01

This record from the OMol25 dataset describes a single C2H4ClN2P molecule at a distorted geometry. The level of theory is ωB97M-V with the def2-TZVPD basis set.

Calculated values
HOMO level = -9.0 eV
lowest unoccupied orbital energy = 0.086 eV
Kohn-Sham gap = 9.12 eV
F_max = 5.85 eV Å⁻¹

Last column: natural (NBO) charge in e.
Atoms and positions in Å:
1 C 0.524 0.361 0.536  -0.312
2 C -0.169 -0.687 -0.264  -0.092
3 N 1.782 -0.132 1.198  -0.934
4 N 0.698 -2.287 0.546  -0.913
5 P 2.048 -1.647 1.248  1.281
6 Cl 0.281 -3.764 -0.248  0.151
7 H 0.842 1.241 0.015  0.222
8 H -0.196 0.731 1.130  0.199
9 H -1.162 -0.907 -0.205  0.201
10 H 0.256 -0.817 -1.268  0.197

Forces on the atoms, in the same order (eV/Å):
C 2.29 -1.36 -1.17
C 5.26 -2.53 -0.47
N -1.21 0.90 -0.09
N -2.72 2.13 -1.94
P 0.61 -0.93 0.13
Cl 0.63 0.80 0.56
H 0.15 0.25 -1.13
H -2.06 1.19 3.32
H -2.56 -0.39 0.53
H -0.40 -0.07 0.26

This record from the OMol25 dataset describes 2 unconnected molecules or ions with the total composition C2H4ClN2P at a distorted geometry. The level of theory is ωB97M-V with the def2-TZVPD basis set.

Calculated values
HOMO level (spin up / spin down) = -7.2 / -10.3 eV
spin multiplicity = 3
lowest unoccupied orbital energy (spin up / spin down) = 0.729 / -2.248 eV
Kohn-Sham gap (spin up / spin down) = 7.92 / 8.04 eV
F_max = 5.59 eV Å⁻¹
expectation value of S² = 2.019

Last column: natural (NBO) charge in e.
Atoms and positions in Å:
1 C -0.145 -0.095 -1.203  -0.394
2 C -0.213 0.091 0.086  -0.384
3 N 4.426 0.159 -1.947  0.037
4 N 4.556 -0.372 -0.972  -0.498
5 P 4.812 -1.395 0.244  0.802
6 Cl 4.315 -0.172 1.864  -0.340
7 H 0.402 -0.924 -1.604  0.192
8 H -0.375 0.742 -1.937  0.195
9 H -0.523 1.039 0.510  0.197
10 H 0.002 -0.766 0.791  0.195

Forces on the atoms, in the same order (eV/Å):
C 0.59 1.76 -2.02
C -0.18 -0.97 1.94
N -0.69 2.85 -4.76
N 0.56 -2.36 3.66
P 0.18 -0.66 0.63
Cl -0.09 0.17 0.47
H -0.38 -0.71 -0.32
H 0.24 -1.17 1.03
H -0.24 -0.18 0.11
H -0.01 1.26 -0.74

Listing relative energy (zero: lowest compared OMol25 entry of this formula, charge and spin) for the structures above in their given order: 320.2 349.5 108.5 kJ/mol.